7
Properties=species:S:1:pos:R:3:mulliken_charge:R:1 method="wB97M-V/def2-TZVPD" total_charge=-1 gap_ev="3.96 / 3.97" de_lowest_kcal_mol=50.8 lumo_energy_ev="1.8 / 1.8"
C 1.38 -0.11 1.66 -0.464
O -2.07 -4.13 2.45 -0.392
O -1.96 -4.73 0.07 -0.415
S -1.24 -4.25 1.23 0.740
Cl -0.13 -1.04 1.30 -0.255
Cl 1.98 0.60 0.12 -0.274
H 0.92 0.56 2.42 0.060


65
Properties=species:S:1:pos:R:3:mulliken_charge:R:1 method="wB97M-V/def2-TZVPD" total_charge=+1 gap_ev="6.05 / 3.94" spin_multiplicity=8 lumo_energy_ev="-5.5 / -7.6"
V -3.85 -1.91 0.41 1.011
V -2.07 0.50 -2.42 0.911
N -1.16 3.30 0.62 -0.219
H -1.90 3.63 1.23 0.444
H -0.92 2.44 1.09 0.176
H -0.36 3.88 0.44 0.408
H -1.66 3.15 -0.25 0.250
N -4.52 -1.08 2.17 0.087
S -4.18 -1.32 3.62 0.810
O -5.05 -2.24 4.35 -0.594
O -3.59 -0.32 4.47 -0.498
F -2.88 -2.18 3.18 -0.285
S -5.56 0.20 2.51 0.858
O -4.90 1.50 2.74 -0.515
O -6.75 -0.17 3.24 -0.468
F -6.03 0.50 0.91 -0.346
C -0.82 -4.36 -2.63 0.426
F -0.66 -4.58 -3.93 -0.181
F -1.33 -5.53 -2.15 -0.207
F 0.32 -4.17 -1.99 -0.155
S -2.14 -2.91 -2.58 1.196
O -1.55 -1.60 -2.85 -0.348
O -3.11 -3.24 -3.68 -0.614
O -2.82 -3.06 -1.26 -0.561
C 1.15 -1.06 1.10 0.393
F 1.27 -1.16 2.45 -0.126
F 2.18 -0.41 0.58 -0.128
F 1.31 -2.32 0.65 -0.191
S -0.71 -0.32 0.74 1.020
O -0.87 0.83 1.57 -0.835
O -0.73 0.13 -0.69 -0.285
O -1.72 -1.42 0.90 -0.286
C -4.54 -0.41 -1.71 1.406
O -4.19 -0.31 -2.87 -0.662
O -3.70 -0.18 -0.88 -0.564
O -5.27 -1.31 -1.38 -0.408
Br 1.61 0.53 7.01 -0.155
C 0.88 0.03 5.18 -0.613
C -0.44 0.82 4.97 -0.343
Br -0.14 2.85 4.80 -0.205
H 0.71 -1.04 5.16 0.441
H 1.62 0.31 4.43 0.352
H -1.06 0.52 5.82 0.511
H -1.13 0.46 4.21 -0.017
C 7.20 1.95 -0.20 -0.499
C 6.94 2.94 -1.18 -0.316
C 5.79 2.96 -1.97 -0.547
C 4.85 1.87 -1.83 -0.012
C 5.15 0.85 -0.90 -0.093
C 6.33 0.88 -0.13 -0.565
H 8.07 2.05 0.43 0.385
H 7.52 3.83 -1.35 0.316
H 5.62 3.82 -2.59 0.371
H 3.95 1.84 -2.42 0.197
H 4.50 0.05 -0.59 0.398
H 6.50 0.12 0.63 0.355
C 0.96 -0.93 -4.58 -1.245
C 1.23 0.44 -3.91 0.047
O -0.06 0.94 -3.45 -0.368
H 0.42 -0.89 -5.52 0.368
H 0.62 -1.73 -3.92 0.074
H 1.88 -1.42 -4.88 0.448
H 1.56 1.20 -4.62 0.385
H 1.99 0.44 -3.14 0.124
H 0.22 1.82 -3.16 0.288


9
Properties=species:S:1:pos:R:3:mulliken_charge:R:1 method="wB97M-V/def2-TZVPD" total_charge=0 gap_ev=8.85 de_lowest_kcal_mol=81.9 lumo_energy_ev=0.6
C -0.76 0.10 -0.24 -0.739
C 0.46 0.10 0.48 0.154
C -2.01 0.04 0.02 0.602
C 1.84 0.97 0.18 -0.263
N 1.73 -0.30 -0.08 -0.152
O -3.16 0.06 0.15 -0.384
H -0.74 0.16 -1.33 0.270
H 0.55 -0.18 1.59 0.281
H 2.09 -0.94 -0.78 0.230


15
Properties=species:S:1:pos:R:3:mulliken_charge:R:1 method="wB97M-V/def2-TZVPD" smiles="CCC(=O)NC" total_charge=0 gap_ev=10.29 de_lowest_kcal_mol=50.8 lumo_energy_ev=1.0
C 2.20 -0.44 0.03 -1.094
C 1.24 0.75 0.04 -0.209
C -0.18 0.23 0.15 0.453
O -0.41 -0.63 0.99 -0.646
N -1.23 0.61 -0.58 -0.347
C -2.45 -0.42 0.05 -0.656
H 2.06 -1.05 -0.87 0.297
H 3.24 -0.11 0.06 0.331
H 2.00 -1.08 0.90 0.282
H 1.41 1.34 0.95 0.237
H 1.41 1.40 -0.82 0.294
H -1.08 1.31 -1.34 0.219
H -2.36 -1.35 -0.51 0.263
H -2.54 -0.73 1.13 0.260
H -3.31 0.17 -0.19 0.316


79
Properties=species:S:1:pos:R:3:mulliken_charge:R:1 method="wB97M-V/def2-TZVPD" smiles="C=CCCO[C@@H](COC)N=C=O.CC#N.CC#N.CC#N.CC#N.CC#N.CC#N.CC#N.CC#N.CC#N" total_charge=0 gap_ev=6.93 lumo_energy_ev=0.0
C -0.26 2.02 1.54 -0.706
C -0.79 0.75 1.26 -0.354
C -0.26 -0.39 2.04 0.279
C -0.38 -1.75 1.31 -0.620
O -1.18 -2.62 2.14 -0.330
C -0.67 -3.91 2.34 0.102
C -0.25 -3.97 3.81 -0.320
O 0.89 -3.18 4.04 -0.388
C 1.02 -2.81 5.40 -0.877
N -1.80 -4.88 2.14 -0.355
C -2.86 -4.28 2.04 0.659
O -3.87 -3.72 1.84 -0.494
H -0.77 2.66 2.27 0.233
H 0.67 2.36 1.10 0.091
H -1.58 0.59 0.52 0.407
H 0.79 -0.23 2.28 0.457
H -0.85 -0.42 2.95 -0.335
H -0.91 -1.64 0.36 0.448
H 0.61 -2.15 1.11 0.239
H 0.15 -4.17 1.66 0.351
H -1.09 -3.51 4.34 0.373
H -0.16 -5.00 4.19 0.189
H 0.94 -1.73 5.51 0.304
H 2.00 -3.13 5.75 0.280
H 0.27 -3.28 6.03 0.395
C 2.42 2.22 -2.09 -0.356
C 2.75 2.69 -0.75 0.262
N 3.02 3.06 0.30 -0.486
H 3.33 2.18 -2.70 0.348
H 1.99 1.22 -2.04 0.319
H 1.71 2.89 -2.54 -0.096
C 1.94 2.71 -6.17 -0.962
C 0.96 3.16 -5.18 0.547
N 0.20 3.52 -4.40 -0.574
H 1.57 2.92 -7.17 0.344
H 2.88 3.23 -6.02 0.304
H 2.10 1.64 -6.07 0.339
C -0.69 6.43 -6.39 -0.535
C 0.00 5.94 -7.59 0.355
N 0.55 5.57 -8.53 -0.417
H -1.67 5.96 -6.32 0.251
H -0.11 6.17 -5.51 0.039
H -0.81 7.51 -6.45 0.308
C -1.61 0.35 -7.71 -0.766
C -0.19 0.49 -8.05 0.397
N 0.92 0.60 -8.32 -0.421
H -1.87 1.07 -6.94 0.258
H -2.22 0.53 -8.59 0.275
H -1.80 -0.66 -7.35 0.273
C -3.63 -0.36 5.64 -0.890
C -2.22 -0.21 5.29 0.427
N -1.11 -0.09 5.01 -0.465
H -3.89 0.32 6.44 0.347
H -4.24 -0.15 4.77 0.284
H -3.82 -1.38 5.96 0.267
C -1.97 -8.80 2.97 -0.953
C -1.73 -7.68 3.87 0.408
N -1.52 -6.79 4.57 -0.429
H -1.62 -8.56 1.97 0.281
H -1.43 -9.68 3.33 0.296
H -3.03 -9.02 2.94 0.351
C 2.65 6.41 -2.74 -0.703
C 3.34 5.91 -3.94 0.364
N 3.88 5.54 -4.87 -0.467
H 1.66 5.96 -2.66 0.162
H 3.22 6.16 -1.86 0.325
H 2.54 7.49 -2.81 0.351
C -1.30 5.72 1.63 -0.882
C -0.52 5.82 0.39 0.378
N 0.08 5.90 -0.58 -0.370
H -0.65 5.47 2.46 0.256
H -1.79 6.67 1.83 0.344
H -2.06 4.94 1.53 0.260
C 2.56 -6.93 4.33 -0.637
C 1.97 -7.42 3.09 0.374
N 1.51 -7.80 2.11 -0.432
H 3.52 -6.47 4.13 0.300
H 1.90 -6.19 4.78 0.113
H 2.69 -7.76 5.03 0.307


37
Properties=species:S:1:pos:R:3:mulliken_charge:R:1 method="wB97M-V/def2-TZVPD" total_charge=+2 gap_ev="9.36 / 5.96" de_lowest_kcal_mol=0.0 spin_multiplicity=2 lumo_energy_ev="-7.7 / -11.1"
C 1.66 -1.33 1.28 -0.590
C 0.42 -2.34 1.50 -0.623
C -0.79 -1.43 1.55 -0.401
C -1.78 -1.46 0.66 0.456
C -2.95 -0.61 0.56 -0.125
C -3.91 -0.33 -0.33 -0.697
N 1.44 -0.67 -0.09 -0.103
H 2.61 -1.84 1.30 0.487
H 1.64 -0.65 2.16 0.233
H 0.51 -3.10 0.64 0.321
H 0.31 -2.82 2.41 0.474
H -0.81 -0.66 2.39 0.368
H -1.80 -2.50 0.00 0.239
H -3.14 -0.03 1.46 0.285
H -3.80 -0.81 -1.19 0.409
H -4.93 0.13 -0.17 0.299
H 2.28 -0.44 -0.56 0.481
H 0.97 0.23 0.29 0.230
H 0.73 -0.99 -0.72 0.235
H 3.32 -0.94 -2.75 0.278
H 2.44 0.24 -3.14 0.330
O 2.57 -0.56 -2.48 -0.632
H -1.34 -3.20 -2.14 0.302
H -0.64 -2.17 -2.97 0.247
O -1.02 -2.33 -2.19 -0.537
H -2.35 4.61 -0.19 0.332
H -1.38 4.55 1.13 0.264
O -1.50 4.45 0.30 -0.611
H -0.21 2.75 0.28 0.317
H 0.87 3.16 1.39 0.293
O 0.64 2.53 0.66 -0.596
H -0.06 1.41 -4.09 0.308
H -0.37 1.71 -2.62 0.261
O 0.22 1.27 -3.18 -0.544
H 3.49 1.17 3.73 0.303
H 3.45 1.88 2.30 0.305
O 3.21 1.11 2.82 -0.599


11
Properties=species:S:1:pos:R:3:mulliken_charge:R:1 method="wB97M-V/def2-TZVPD" total_charge=0 gap_ev=10.29 de_lowest_kcal_mol=37.5 lumo_energy_ev=0.4
C -1.36 0.33 -1.67 -0.306
N -1.08 0.21 -0.42 -0.239
N -0.17 1.21 0.01 -0.417
C 0.81 0.72 0.67 -0.230
C 0.77 -0.74 1.08 0.322
F 1.34 -0.90 2.33 -0.260
Cl 1.52 -1.83 0.02 -0.154
H -2.12 -0.50 -1.89 0.247
H -0.91 1.09 -2.32 0.323
H 1.50 1.39 1.14 0.407
H -0.30 -0.99 1.06 0.306